C36H86O20P2 | wB97M-V/def2-TZVPD

```
144
Properties=species:S:1:pos:R:3:lowdin_charge:R:1
C -2.75531 6.42090 0.01438 -0.047
O -3.09406 4.97435 -0.02000 -0.137
C -2.89757 4.45306 1.21756 -0.308
C -3.06404 3.02774 1.49399 -0.216
O -4.38574 2.61256 1.54671 -0.127
C -5.09934 2.38623 0.41080 -0.204
C -6.47924 1.77091 0.77728 -0.172
O -6.18832 0.45422 1.29568 -0.192
C -7.35109 -0.30772 1.77648 -0.077
H -3.55804 6.92593 0.55165 0.084
H -2.65814 6.99525 -0.90691 0.083
H -1.82282 6.58830 0.55340 0.078
H -3.56372 4.80855 2.00367 0.136
H -1.91739 4.71110 1.61851 0.119
H -2.56543 2.75972 2.42546 0.137
H -2.51940 2.42181 0.76989 0.121
H -4.45647 1.63603 -0.04966 0.131
H -5.22981 3.29160 -0.18198 0.126
H -6.97127 1.83396 -0.19331 0.113
H -7.11495 2.33123 1.46284 0.124
H -7.63279 0.02665 2.77494 0.075
H -7.19856 -1.36895 1.97299 0.076
H -8.19742 -0.14078 1.11018 0.080
C 5.23306 -1.20797 4.20005 -0.105
O 6.65089 -1.20035 4.20808 -0.197
C 7.31640 -0.43188 5.20507 -0.210
C 8.84064 -0.53221 5.24654 -0.118
O 9.64186 0.54323 5.81219 -0.149
C 9.64123 1.80957 5.32427 -0.251
C 10.24850 2.59642 6.45026 -0.144
O 9.20256 3.03676 7.40674 -0.202
C 8.32199 2.01068 7.92859 -0.097
H 4.83411 -1.68333 5.09613 0.084
H 4.67020 -1.62968 3.36733 0.078
H 4.96252 -0.16753 4.02006 0.066
H 6.94110 -0.76186 6.17376 0.121
H 6.96822 0.58272 5.01150 0.116
H 9.12855 -0.70267 4.20917 0.129
H 9.00966 -1.32413 5.97620 0.129
H 8.68922 2.22420 4.99283 0.134
H 10.30920 1.90900 4.46867 0.124
H 10.64055 3.54138 6.07415 0.115
H 11.08269 2.31864 7.09451 0.129
H 8.73667 1.11104 8.38333 0.087
H 7.71057 1.65652 7.09863 0.058
H 7.63621 2.46195 8.64564 0.084
C -1.77187 -2.51750 -3.92574 -0.026
O -0.67478 -1.54276 -4.30419 -0.159
C 0.29214 -1.19952 -3.38335 -0.257
C -0.10887 -0.43771 -2.17620 -0.234
O -0.43280 -1.28248 -1.09371 -0.140
C -0.38762 -0.55423 0.21418 -0.123
C 1.02534 -0.66258 0.71868 -0.186
O 2.01841 0.02011 -0.09318 -0.237
C 3.35527 -0.51040 -0.01956 -0.072
H -2.38178 -2.68514 -4.81344 0.053
H -2.44931 -2.16090 -3.14983 0.083
H -1.47576 -3.55964 -3.80586 0.076
H 0.99556 -0.49925 -3.83381 0.127
H 0.93332 -2.00406 -3.02319 0.133
H -1.05659 0.06225 -2.37607 0.131
H 0.63425 0.31817 -1.92221 0.116
H -1.05584 -1.08449 0.89271 0.119
H -0.74226 0.47635 0.22913 0.112
H 1.24579 -1.68526 1.02463 0.126
H 1.18006 -0.05473 1.61013 0.109
H 3.97524 0.04741 -0.72140 0.088
H 3.32562 -1.51271 -0.44688 0.089
H 3.72922 -0.43219 1.00130 0.079
C -3.86947 -1.60935 -7.58491 -0.086
O -3.30912 -0.81639 -8.62855 -0.133
C -3.11360 0.40311 -8.21160 -0.284
C -1.94613 1.16742 -8.89553 -0.189
O -2.38156 2.24949 -9.64762 -0.171
C -1.53436 2.68731 -10.81116 -0.137
C -2.11273 2.45327 -12.16630 -0.183
O -3.20221 3.36900 -12.43050 -0.175
C -4.48129 2.99392 -12.05491 -0.136
H -4.38845 -2.43828 -8.06619 0.083
H -4.72963 -1.20978 -7.04772 0.095
H -3.15643 -2.13969 -6.95371 0.076
H -2.93706 0.54284 -7.14510 0.124
H -4.03116 0.91602 -8.49991 0.132
H -1.36120 0.59135 -9.61255 0.119
H -1.26046 1.60759 -8.17151 0.119
H -0.59200 2.14350 -10.74541 0.117
H -1.37216 3.75729 -10.68101 0.128
H -2.31216 1.39643 -12.34358 0.130
H -1.30128 2.73015 -12.83934 0.126
H -5.32069 3.67803 -12.17946 0.084
H -4.57363 2.78624 -10.98886 0.077
H -4.74014 2.12344 -12.65770 0.086
C 0.61239 5.44310 6.18189 -0.052
C 0.59765 4.06593 5.49900 -0.279
O 1.88247 3.60271 5.16179 -0.156
P 2.03431 2.54797 4.02394 0.434
O 3.34374 1.87444 3.90207 -0.228
O 0.68972 1.62327 4.34680 -0.229
C 0.70971 0.70666 5.48492 -0.226
C 1.34687 -0.67385 5.14639 -0.068
O 1.66173 3.36180 2.70476 -0.168
C 2.47208 3.19354 1.51981 -0.254
C 1.82172 3.71797 0.23575 -0.058
H 1.15438 5.49519 7.12615 0.076
H 1.16312 6.15609 5.56836 0.075
H -0.37948 5.89448 6.20565 0.078
H 0.10690 3.25403 6.03573 0.108
H -0.04203 4.15391 4.62083 0.110
H 1.34343 1.06855 6.29458 0.113
H -0.32448 0.51762 5.77269 0.117
H 1.63851 -0.84875 4.11080 0.057
H 2.33037 -0.83637 5.58731 0.064
H 0.64163 -1.49747 5.25762 0.068
H 3.30029 3.89597 1.61340 0.117
H 2.80890 2.16535 1.38764 0.098
H 2.50190 4.03107 -0.55633 0.082
H 1.17105 2.90484 -0.08605 0.062
H 1.21865 4.59063 0.48648 0.072
C -1.66933 -8.23823 -3.01276 -0.086
C -1.25194 -8.30998 -1.61614 -0.266
O -1.29605 -7.00055 -0.91682 -0.202
P -1.92663 -6.73837 0.58971 0.533
O -1.68870 -7.75763 1.64608 -0.242
O -1.48940 -5.18535 1.01228 -0.207
C -1.56930 -4.72785 2.32442 -0.272
C -0.58097 -5.42508 3.31927 -0.070
O -3.45577 -6.47590 0.22754 -0.184
C -3.76317 -5.43051 -0.67865 -0.307
C -4.67133 -4.38460 -0.08838 -0.057
H -2.73187 -8.47334 -3.07470 0.078
H -1.41042 -7.25342 -3.40163 0.088
H -1.38275 -9.11177 -3.59832 0.086
H -1.87817 -9.03480 -1.09597 0.113
H -0.33614 -8.86743 -1.41951 0.119
H -1.20558 -3.71103 2.17652 0.105
H -2.60772 -4.66286 2.64932 0.118
H -0.78928 -6.48069 3.49361 0.054
H 0.47223 -5.37555 3.04286 0.074
H -0.56438 -4.99740 4.32173 0.065
H -2.94258 -5.10225 -1.31659 0.112
H -4.31538 -5.93742 -1.46998 0.112
H -5.47667 -4.19946 -0.79920 0.078
H -5.01802 -4.74171 0.88136 0.084
H -4.09766 -3.48032 0.11480 0.073
```

Largest force on an atom   5.447 eV Å⁻¹
SMILES   CCOP(=O)(OCC)OCC.CCOP(=O)(OCC)OCC.COCCOCCOC.COCCOCCOC.COCCOCCOC.COCCOCCOC
HOMO-LUMO gap   9.6 eV
Energy   -3610.4481 a.u.

---

C36H87AsF6N9O6 | wB97M-V/def2-TZVPD

```
145
Properties=species:S:1:pos:R:3:lowdin_charge:R:1
As 3.98771 9.29608 -12.31400 0.947
F 3.63867 7.58299 -11.82064 -0.321
F 4.63389 8.81145 -13.95389 -0.329
F 4.32261 11.04652 -12.68536 -0.329
F 3.34878 9.91300 -10.67177 -0.347
F 5.63479 9.06517 -11.62942 -0.316
F 2.35702 9.46288 -13.02475 -0.306
C -5.41082 11.50996 -7.82645 -0.077
C -5.34234 13.03205 -7.72216 -0.276
N -6.09120 13.76019 -8.74053 -0.178
C -5.62558 13.51836 -10.13380 -0.249
C -4.18627 13.92554 -10.39762 -0.095
C -6.09907 15.19324 -8.40695 -0.273
C -6.78119 15.60757 -7.09023 -0.093
H -5.00252 11.09320 -6.90575 0.072
H -4.73808 11.18017 -8.61815 0.063
H -6.41625 11.17932 -8.08697 0.078
H -5.69513 13.38427 -6.75284 0.098
H -4.31346 13.38465 -7.79412 0.107
H -5.78532 12.48854 -10.45325 0.107
H -6.20616 14.09708 -10.85221 0.103
H -3.61916 13.18062 -9.83941 0.065
H -3.90986 13.79819 -11.44428 0.075
H -3.95692 14.95924 -10.13888 0.068
H -6.56287 15.72753 -9.23612 0.110
H -5.11076 15.65268 -8.42301 0.098
H -7.67175 15.00450 -6.91328 0.074
H -7.02565 16.66972 -7.07666 0.069
H -6.16562 15.37463 -6.22138 0.057
C 1.62059 17.72668 -8.00554 -0.089
C 2.08833 19.12382 -7.48406 -0.254
N 2.29021 20.07339 -8.58660 -0.192
C 1.14059 20.19302 -9.51688 -0.251
C -0.02609 20.84966 -8.79835 -0.091
C 2.91729 21.32340 -8.17353 -0.250
C 3.26241 22.15921 -9.43501 -0.091
H 2.01716 17.41031 -8.97029 0.077
H 0.53279 17.78893 -8.03593 0.060
H 1.88265 16.97172 -7.26428 0.067
H 1.42703 19.39487 -6.66106 0.101
H 3.06194 18.92523 -7.03599 0.104
H 1.30822 20.66663 -10.48419 0.106
H 0.79922 19.21970 -9.86932 0.096
H -0.90440 20.87713 -9.44326 0.071
H -0.28796 20.36671 -7.85692 0.071
H 0.21370 21.90978 -8.71608 0.063
H 3.84631 21.16373 -7.62625 0.109
H 2.24100 21.88148 -7.52599 0.102
H 2.31355 22.50462 -9.84545 0.050
H 3.78342 21.60577 -10.21628 0.078
H 3.79912 23.09823 -9.29978 0.065
C 10.88187 7.99269 -19.18409 -0.104
C 11.41964 9.36953 -18.85863 -0.255
N 12.44339 9.35865 -17.80763 -0.173
C 13.42753 8.23725 -17.84647 -0.258
C 14.44153 8.29805 -18.98976 -0.092
C 11.78685 9.31915 -16.46425 -0.255
C 12.67230 9.93044 -15.38141 -0.100
H 11.47948 7.42842 -19.90001 0.066
H 9.93641 8.20977 -19.68117 0.070
H 10.70461 7.31617 -18.34803 0.073
H 11.99232 9.77637 -19.69208 0.105
H 10.57368 10.03482 -18.68581 0.111
H 12.92454 7.27217 -17.90752 0.096
H 14.02994 8.16981 -16.94057 0.102
H 15.13670 7.45872 -18.97008 0.069
H 15.05467 9.19830 -18.94869 0.071
H 13.95717 8.28225 -19.96610 0.059
H 10.92855 9.98944 -16.51033 0.110
H 11.49434 8.30056 -16.20930 0.108
H 12.21428 10.07363 -14.40274 0.069
H 13.61385 9.41201 -15.20021 0.056
H 12.91639 10.94369 -15.70050 0.072
C 4.50893 -0.61515 -10.28101 -0.006
C 4.66279 -1.22305 -8.90537 -0.558
O 3.70928 -1.44594 -8.20190 0.046
N 5.89162 -1.56560 -8.44182 0.012
C 7.18766 -1.33122 -8.98892 -0.111
H 3.47035 -0.72339 -10.59361 0.081
H 5.03976 -1.09522 -11.10312 0.073
H 4.76493 0.44437 -10.28174 0.089
H 5.84222 -2.09291 -7.58182 0.141
H 7.78979 -0.46043 -8.72957 0.079
H 7.19352 -1.23497 -10.07464 0.074
H 7.89334 -2.15635 -8.89260 0.080
C -2.48596 4.05425 -3.47795 0.000
C -1.80327 2.80196 -4.10157 -0.560
O -1.94804 1.69578 -3.62300 0.023
N -1.05959 2.92272 -5.20422 -0.008
C -0.73297 4.13904 -5.94724 -0.060
H -2.74501 3.80756 -2.44832 0.074
H -3.40351 4.30010 -4.01253 0.079
H -1.89002 4.96244 -3.38773 0.063
H -0.72636 2.03231 -5.54512 0.141
H -0.53811 4.95727 -5.25397 0.079
H -1.55378 4.31560 -6.64236 0.084
H 0.18748 3.84805 -6.45343 0.087
C 7.67126 5.21078 -6.66473 -0.011
C 8.98129 5.81992 -6.31052 -0.578
O 9.70709 5.32275 -5.42914 0.008
N 9.32400 6.87676 -7.03027 -0.004
C 10.53199 7.60641 -6.73744 -0.071
H 7.64686 4.21285 -6.22694 0.084
H 7.48074 5.18324 -7.73760 0.082
H 6.85283 5.80325 -6.25578 0.087
H 8.80721 7.13135 -7.85986 0.146
H 10.43649 8.66506 -6.97877 0.084
H 11.30678 7.06465 -7.27991 0.089
H 10.73992 7.59023 -5.66758 0.084
C 2.19238 7.39751 -21.12352 -0.019
C 1.82466 8.78332 -20.78278 -0.562
O 1.03351 9.37285 -21.54671 0.004
N 2.44379 9.36197 -19.72754 0.008
C 2.15418 10.73937 -19.29371 -0.060
H 1.30835 6.76162 -21.07628 0.087
H 2.94868 7.00723 -20.44250 0.075
H 2.50241 7.32505 -22.16599 0.089
H 3.18467 8.93654 -19.18883 0.133
H 1.24885 10.72536 -18.68685 0.084
H 1.91356 11.34692 -20.16611 0.077
H 2.99066 11.17273 -18.74545 0.084
C -3.34137 6.41090 -17.44678 0.008
C -3.01952 4.91098 -17.68701 -0.595
O -3.73641 4.23000 -18.34836 0.044
N -1.99060 4.30892 -17.11256 0.009
C -0.93613 5.03757 -16.41070 -0.080
H -4.33570 6.61586 -17.84351 0.078
H -2.64318 7.10196 -17.91907 0.075
H -3.29258 6.61146 -16.37650 0.073
H -1.79366 3.35904 -17.39369 0.143
H -0.03826 4.48308 -16.13781 0.082
H -1.25525 5.43142 -15.44575 0.082
H -0.58597 5.83284 -17.06875 0.081
C 8.06773 15.98837 -11.14881 -0.007
C 8.75355 16.22644 -12.48279 -0.553
O 9.81212 16.85111 -12.51109 0.020
N 8.07033 15.79296 -13.55908 -0.004
C 8.43949 15.98746 -14.91025 -0.088
H 7.54955 15.02967 -11.12667 0.077
H 7.42102 16.83285 -10.91065 0.085
H 8.85777 15.89788 -10.40333 0.080
H 7.26151 15.22776 -13.34354 0.141
H 8.54136 15.05682 -15.46849 0.082
H 9.35553 16.57428 -14.97818 0.088
H 7.64989 16.48528 -15.47310 0.079
```

Largest force on an atom   3.455 eV Å⁻¹
HOMO-LUMO gap   8.9 eV
Total charge   -1
Energy   -5203.2420 a.u.